(1)
This record from the Open Molecules 2025 dataset describes C4H3AgO as an isolated structure at a distorted geometry. The level of theory is ωB97M-V with the def2-TZVPD basis set.

Calculated values
* total charge: 0
* HOMO: -7.785 eV
* LUMO: -1.3 eV
* energy relative to the best compared isomer or geometry (same formula, charge and spin): 0.00 kcal/mol
* E_tot: -10237.571 eV

The geometry in XYZ format:
```
9
Properties=species:S:1:pos:R:3:nbo_charge:R:1
C 1.963 -0.887 1.175 -0.479
C 1.426 0.064 0.131 -0.209
C 0.457 -0.566 0.798 -0.375
C -0.955 -0.661 0.778 0.407
O -1.629 -0.029 -0.064 -0.701
Ag -0.417 1.246 -1.560 0.813
H 2.418 -1.831 0.850 0.199
H 2.387 -0.473 2.099 0.198
H -1.479 -1.243 1.558 0.146
```



(2)
This record from the Open Molecules 2025 dataset describes C4H3AgO2 as an isolated structure at a distorted geometry. The level of theory is ωB97M-V with the def2-TZVPD basis set.

Calculated values
* total charge: 0
* HOMO: -6.665 eV
* LUMO: -1.6 eV
* energy relative to the best compared isomer or geometry (same formula, charge and spin): 0.00 kcal/mol
* E_tot: -12285.467 eV

The geometry in XYZ format:
```
10
Properties=species:S:1:pos:R:3:nbo_charge:R:1
O 1.980 -0.370 0.149 -0.606
C 0.980 -1.005 0.153 0.716
C -0.106 -1.750 0.183 -0.527
C -1.444 -1.238 -0.153 -0.359
C -1.634 0.082 -0.417 0.126
H 0.054 -2.781 0.508 0.269
H -2.358 0.739 0.235 0.200
H -2.269 -1.947 -0.204 0.217
Ag 1.227 1.957 0.377 0.940
O -0.710 0.978 -0.126 -0.976
```



(3)
This record from the Open Molecules 2025 dataset describes C4H3Br in the gas phase at a distorted geometry. The level of theory is ωB97M-V with the def2-TZVPD basis set.

Calculated values
* total charge: 0
* HOMO: -10.205 eV
* LUMO: -1.9 eV
* energy relative to the best compared isomer or geometry (same formula, charge and spin): 66.18 kcal/mol
* E_tot: -74233.121 eV

The geometry in XYZ format:
```
8
Properties=species:S:1:pos:R:3:nbo_charge:R:1
C -1.586 -0.579 0.150 -0.470
C -2.781 -0.253 -0.096 0.173
C -0.339 -0.502 0.580 0.052
C 0.708 0.392 -0.410 -0.478
Br 2.503 0.313 0.203 0.020
H 0.375 -0.749 1.433 0.251
H 0.518 1.378 -0.481 0.223
H 0.603 0.001 -1.379 0.229
```



(4)
This record from the Open Molecules 2025 dataset describes C4H3Br2NO4 in the gas phase at a distorted geometry. The level of theory is ωB97M-V with the def2-TZVPD basis set.

Calculated values
* total charge: 0
* HOMO: -9.917 eV
* LUMO: -1.6 eV
* energy relative to the best compared isomer or geometry (same formula, charge and spin): 18.14 kcal/mol
* E_tot: -153956.340 eV

The geometry in XYZ format:
```
14
Properties=species:S:1:pos:R:3:nbo_charge:R:1
C -0.917 0.687 0.148 -0.177
C -1.456 -0.626 0.097 -0.053
C 0.530 1.027 0.008 0.731
C 2.692 -0.043 -0.101 -0.289
N -2.888 -0.883 -0.113 0.486
O -3.667 0.023 -0.142 -0.345
O 0.937 2.113 0.289 -0.534
O -3.162 -2.027 -0.375 -0.362
O 1.277 0.045 -0.455 -0.511
Br -2.034 2.198 0.324 0.209
Br -0.622 -2.271 0.291 0.204
H 2.710 -0.410 0.964 0.200
H 3.305 0.984 -0.169 0.220
H 3.295 -0.818 -0.766 0.221
```



(5)
This record from the Open Molecules 2025 dataset describes a 2-piece molecular cluster, C4H3Cl2NO4S3 overall at a distorted geometry. The level of theory is ωB97M-V with the def2-TZVPD basis set.

Calculated values
* total charge: 0
* spin multiplicity: 3
* HOMO (spin up / spin down): -7.799 / -9.913 eV
* LUMO (spin up / spin down): -0.4 / -4.8 eV
* <S²>: 2.021
* E_tot: -71419.620 eV

The geometry in XYZ format:
```
17
Properties=species:S:1:pos:R:3:nbo_charge:R:1
C 0.403 -0.487 -0.286 -0.249
C 1.566 -0.219 0.294 -0.400
C -0.387 -0.091 1.868 -0.354
C -0.736 -0.368 0.613 -0.408
N -3.358 0.181 -4.245 -0.745
O -3.202 0.461 0.610 -0.685
O -2.627 -1.893 0.277 -0.699
O -1.366 -0.138 -5.690 -0.852
O -2.305 -0.200 -1.494 -0.774
S 1.321 0.106 1.998 0.437
S -2.355 -0.496 -0.087 2.352
S -2.183 0.886 -5.132 1.195
Cl -4.297 1.194 -3.163 0.181
Cl -3.562 -1.481 -4.030 0.227
H 0.150 -0.893 -1.361 0.257
H 2.683 -0.411 -0.028 0.266
H -0.888 -0.152 2.784 0.250
```



(6)
This record from the Open Molecules 2025 dataset describes C4H3ClN2S in the gas phase at a distorted geometry. The level of theory is ωB97M-V with the def2-TZVPD basis set.

Calculated values
* total charge: 0
* HOMO: -9.190 eV
* LUMO: -1.4 eV
* energy relative to the best compared isomer or geometry (same formula, charge and spin): 8.98 kcal/mol
* E_tot: -30533.682 eV

The geometry in XYZ format:
```
11
Properties=species:S:1:pos:R:3:nbo_charge:R:1
C 0.483 -0.287 1.208 0.053
C -0.127 -0.084 -0.116 -0.067
C 0.300 0.856 -0.998 -0.258
C -0.307 1.131 -2.252 0.237
H 0.163 -1.379 2.904 0.416
H -0.867 -1.821 1.591 0.408
H 1.169 1.427 -0.775 0.277
N -0.106 -1.265 1.945 -0.749
N -0.706 1.275 -3.330 -0.260
S 1.751 0.619 1.774 -0.109
Cl -1.464 -1.053 -0.557 0.052
```



(7)
This record from the Open Molecules 2025 dataset describes a 2-piece molecular cluster, C4H3ClO overall at a distorted geometry. The level of theory is ωB97M-V with the def2-TZVPD basis set.

Calculated values
* total charge: 0
* HOMO (spin up / spin down): -8.758 / -8.758 eV
* LUMO (spin up / spin down): -0.2 / -0.2 eV
* energy relative to the best compared isomer or geometry (same formula, charge and spin): 144.89 kcal/mol
* E_tot: -18759.365 eV

The geometry in XYZ format:
```
9
Properties=species:S:1:pos:R:3:nbo_charge:R:1
C -0.704 0.684 0.977 0.014
C -0.195 -0.350 1.738 0.264
C 0.383 0.678 -1.624 -0.450
C -0.180 -0.184 -0.826 -0.152
O -1.440 -0.533 1.872 -0.458
Cl 1.196 -1.139 2.286 0.108
H 0.992 0.295 -2.452 0.223
H 0.195 1.788 -1.440 0.244
H -0.248 -1.239 -0.532 0.207
```